# 1
Molecular formula: C4H14O2S
Method: DFT, the ωB97M-V functional and the def2-TZVPD basis

The geometry in XYZ format:
```
21
Properties=species:S:1:pos:R:3:forces:R:3:lowdin_charge:R:1
C 0.806 -1.231 2.855 -0.035 -0.222 -0.591 -0.11
C 0.494 -0.053 1.878 -0.233 -3.290 -1.200 -0.24
C 0.865 -0.541 0.450 0.382 2.054 -0.196 -0.29
C 0.368 0.510 -0.583 0.043 -0.278 -0.183 -0.60
S 0.981 0.101 -2.223 0.499 -0.225 -1.345 0.68
H 0.264 -2.199 2.722 -0.323 1.133 -0.010 0.08
H 1.841 -1.598 2.756 -0.034 0.691 -0.057 0.07
H 0.687 -0.839 3.842 -0.144 -0.267 0.943 0.05
H 1.011 0.808 2.207 0.840 0.946 0.024 0.09
H -0.560 0.218 1.781 -0.166 -0.258 0.662 0.09
H 0.463 -1.507 0.189 -0.667 -0.282 0.252 0.09
H 1.954 -0.701 0.312 -0.368 0.469 0.273 0.11
H 0.771 1.533 -0.412 -0.343 -0.709 0.352 0.07
H -0.749 0.552 -0.725 1.052 -0.182 0.615 0.06
H 1.706 -1.037 -2.051 -0.366 0.461 0.404 -0.13
H -1.618 -1.473 -2.714 -0.559 0.551 1.214 0.05
H -1.245 -2.280 -1.555 -0.514 0.494 0.482 0.04
O -1.823 -1.511 -1.741 0.926 -1.090 -1.623 -0.11
H -1.570 2.190 1.041 0.258 -0.423 -0.610 -0.02
H -1.660 2.927 2.340 -0.930 -0.123 -0.968 0.06
O -2.192 2.718 1.528 0.682 0.551 1.561 -0.06
```
Positions in Å, forces in eV/Å.

Properties
Structure (SMILES) ... CCCCS.O.O
Energy above the lowest of the compared OMol25 structures with the same formula, charge and spin ... 0.907 eV
Net charge ... 0

=====

# 2
Molecular formula: C3H9N2O2
Method: DFT, the ωB97M-V functional and the def2-TZVPD basis

The geometry in XYZ format:
```
16
Properties=species:S:1:pos:R:3:forces:R:3:lowdin_charge:R:1
C -2.207 0.122 -0.600 0.112 0.570 0.028 -0.44
N -0.966 0.464 -0.963 0.142 -1.424 -0.054 -0.06
C -0.403 1.704 -0.484 -0.182 0.160 -0.604 -0.12
O -3.001 0.807 0.050 -0.179 -0.073 -0.115 -0.08
H -2.500 -0.868 -0.989 0.060 -0.084 0.121 0.11
H -0.254 -0.431 -1.013 0.122 0.857 0.237 0.07
H -1.202 2.449 -0.450 0.100 0.016 0.321 0.07
H 0.326 2.057 -1.221 0.095 -0.095 0.202 0.07
H 0.080 1.583 0.486 -0.015 0.079 0.120 0.07
N 1.073 -0.891 1.541 -0.260 1.010 -0.301 -0.02
C 1.716 -1.083 0.208 -0.527 -0.330 -0.005 -0.54
O 0.811 -1.417 -0.738 -0.198 -0.266 -0.177 -0.32
H 0.159 -1.324 1.561 0.173 -0.230 -0.078 0.04
H 1.647 -1.164 2.313 0.150 -0.367 0.343 0.02
H 2.230 -0.143 -0.065 0.241 0.152 0.259 0.07
H 2.491 -1.866 0.365 0.166 0.022 -0.296 0.07
```
Positions in Å, forces in eV/Å.

Properties
Energy above the lowest of the compared OMol25 structures with the same formula, charge and spin ... 1.683 eV
Net charge ... -1

=====

# 3
Molecular formula: C22H32FNO4S3Sb
Method: DFT, the ωB97M-V functional and the def2-TZVPD basis

The geometry in XYZ format:
```
64
Properties=species:S:1:pos:R:3:forces:R:3:lowdin_charge:R:1
C 3.448 2.365 1.227 -0.122 0.781 0.192 -0.16
C 2.211 3.324 1.494 0.356 -0.361 -0.077 -0.35
C 1.609 3.165 2.966 0.521 0.715 -1.550 -0.35
Sb 0.093 1.526 2.944 3.072 -1.330 -1.969 1.17
C -1.339 -0.168 3.011 -0.562 -0.786 0.496 -0.33
C -0.855 -1.390 2.104 -0.141 0.045 1.019 -0.31
C -2.001 -1.991 1.197 -0.004 0.096 0.884 -0.47
S -1.582 -2.051 -0.601 0.554 -0.173 -0.357 0.86
C -0.693 -3.590 -0.952 -1.009 -1.526 1.930 -1.01
S -1.071 -4.914 -0.017 0.621 1.009 -0.814 0.66
N 0.292 -3.792 -1.995 -0.320 2.304 -0.156 -0.14
C -0.178 -3.472 -3.341 -0.629 -0.691 -2.993 -0.21
C -0.002 -4.546 -4.339 -1.049 1.809 -1.341 -0.01
C -0.400 -4.349 -5.739 -0.425 1.935 1.405 -0.08
C -0.995 -3.068 -6.180 1.203 -1.143 2.598 -0.08
C -1.142 -2.033 -5.172 0.373 -1.044 0.069 -0.08
C -0.748 -2.205 -3.781 0.400 -1.584 -1.055 -0.02
C 1.566 -3.125 -1.778 3.528 0.950 -0.164 -0.19
C 2.707 -3.624 -2.587 0.163 1.139 0.885 -0.01
C 4.028 -3.030 -2.511 -1.934 1.023 1.405 -0.09
C 4.262 -1.892 -1.604 -1.467 -0.809 -0.327 -0.09
C 3.174 -1.377 -0.794 -0.421 -2.025 -1.655 -0.05
C 1.843 -2.005 -0.899 0.945 -0.363 -0.527 -0.01
O -0.916 2.474 1.443 -1.073 0.176 1.333 -0.43
C -2.196 2.958 1.808 -0.720 0.774 -1.739 -0.31
C -3.037 3.166 0.429 0.261 -0.280 1.198 -0.39
C -3.821 4.533 0.474 0.424 -0.774 -0.299 -0.07
O -2.121 3.065 -0.666 -1.042 0.837 -0.179 -0.07
S -1.085 2.754 4.791 -1.490 -0.479 4.728 0.54
O -2.451 2.282 5.079 0.675 1.200 -1.366 -0.41
O -0.284 2.512 6.008 0.046 0.946 -1.852 -0.43
F -1.074 4.443 4.622 -0.286 -1.093 0.028 -0.33
H 3.533 2.175 0.124 0.013 -0.082 1.025 0.06
H 3.331 1.418 1.810 0.152 0.647 -0.682 0.05
H 4.399 2.880 1.557 -0.889 -0.654 -0.238 0.07
H 1.452 3.100 0.697 0.450 0.337 0.898 0.08
H 2.580 4.378 1.331 -0.506 -0.909 0.144 0.09
H 2.485 2.882 3.613 -1.134 0.335 -0.133 0.06
H 1.158 4.157 3.220 0.389 -0.925 0.253 0.04
H 1.069 0.727 4.158 -0.362 -0.010 0.289 -0.04
H 1.073 0.755 1.715 -0.337 -0.023 -0.058 -0.03
H -1.319 -0.518 4.085 -0.033 0.580 -1.040 0.06
H -2.400 0.129 2.810 0.910 -0.199 -0.029 0.04
H 0.086 -1.118 1.563 -0.956 -0.221 0.148 0.03
H -0.568 -2.204 2.830 -0.095 0.714 -0.847 0.11
H -2.916 -1.337 1.279 0.966 -0.563 -0.507 0.08
H -2.296 -2.983 1.619 0.236 0.663 -0.841 0.05
H 0.450 -5.532 -4.096 -0.444 0.989 0.214 0.10
H -0.260 -5.165 -6.482 -0.083 0.692 0.756 0.09
H -1.265 -2.942 -7.253 0.142 0.092 1.120 0.09
H -1.570 -1.047 -5.466 0.399 -0.912 0.285 0.10
H -0.866 -1.357 -3.070 0.126 -0.795 -0.669 0.08
H 2.521 -4.462 -3.300 0.215 0.824 0.784 0.10
H 4.858 -3.409 -3.146 -0.812 0.280 0.584 0.09
H 5.289 -1.444 -1.601 -1.193 -0.354 0.199 0.09
H 3.283 -0.506 -0.113 0.005 -0.802 -0.617 0.08
H 1.035 -1.571 -0.275 0.703 -0.405 -0.601 0.05
H -2.155 3.990 2.272 0.111 -1.088 -0.004 0.11
H -2.811 2.254 2.426 0.662 0.636 -0.107 0.09
H -3.744 2.288 0.353 0.654 0.963 -0.229 0.14
H -4.548 4.587 -0.378 0.606 0.097 0.792 0.07
H -4.354 4.631 1.456 0.427 -0.039 -0.894 0.08
H -3.062 5.360 0.384 -0.774 -0.629 0.144 0.08
H -1.709 3.940 -0.762 0.005 -0.515 0.112 0.09
```
Positions in Å, forces in eV/Å.

Properties
Net charge ... -1

=====

# 4
Molecular formula: C20H24BF9GaN2O
Method: DFT, the ωB97M-V functional and the def2-TZVPD basis

The geometry in XYZ format:
```
58
Properties=species:S:1:pos:R:3:forces:R:3:lowdin_charge:R:1
C -3.393 1.537 -3.540 -0.086 -0.071 0.047 -0.13
C -4.041 0.892 -2.293 0.127 0.144 -0.220 -0.21
B -3.395 1.407 -0.934 -0.312 -0.129 0.038 -0.42
O -3.713 2.736 -0.597 0.904 -0.135 0.142 0.02
Ga -2.055 0.283 0.288 -0.260 0.327 -0.040 0.61
C -1.203 1.474 1.691 0.130 0.000 0.060 -0.24
C 0.236 1.912 1.333 -0.190 -0.052 0.460 -0.29
C 1.291 1.354 2.287 0.050 0.126 -0.015 -0.30
N 1.228 1.924 3.649 -0.223 -0.150 -0.028 -0.02
C -0.617 -0.573 -0.880 0.122 -0.234 0.393 -0.25
C 0.389 -1.389 -0.323 0.069 0.097 -0.166 -0.11
C 1.382 -1.942 -1.116 -0.172 0.124 -0.268 -0.11
C 1.355 -1.670 -2.483 -0.109 0.022 0.152 -0.10
C 0.335 -0.858 -2.965 0.296 -0.165 0.066 -0.18
N -0.617 -0.321 -2.205 -0.052 0.027 -0.017 0.05
C -3.184 -1.293 1.092 0.027 0.080 0.098 -0.37
F -3.481 -2.236 0.117 0.055 0.022 0.002 0.00
F -4.423 -0.813 1.489 0.076 -0.128 -0.010 0.01
C -2.620 -2.076 2.321 -0.169 -0.103 0.021 -0.37
F -3.320 -1.764 3.440 0.110 0.059 -0.039 0.12
F -1.328 -1.701 2.553 -0.127 -0.095 -0.040 0.09
C -2.622 -3.639 2.286 0.071 -0.087 0.007 -0.33
F -3.844 -4.093 1.933 0.252 0.057 0.105 0.15
F -2.372 -4.077 3.551 -0.048 0.057 -0.127 0.13
C -1.552 -4.368 1.417 0.084 -0.068 -0.218 -0.52
F -0.311 -4.052 1.823 -0.403 -0.160 -0.140 0.16
F -1.712 -5.700 1.588 0.054 0.422 -0.074 0.15
F -1.658 -4.105 0.116 0.078 -0.093 0.458 0.18
H -4.092 1.592 -4.378 0.036 -0.022 -0.017 0.06
H -3.058 2.561 -3.338 -0.009 -0.005 -0.077 0.06
H -2.521 0.966 -3.857 0.056 0.061 0.085 0.05
H -5.104 1.171 -2.274 0.016 -0.038 0.097 0.09
H -3.986 -0.196 -2.366 -0.009 0.030 -0.070 0.08
H -3.499 3.333 -1.323 -0.598 0.056 -0.186 0.07
H -1.847 2.357 1.747 -0.037 -0.061 -0.026 0.04
H -1.213 1.046 2.701 0.004 -0.036 -0.075 0.04
H 0.503 1.614 0.313 0.043 0.145 -0.037 0.07
H 0.315 3.007 1.406 0.096 -0.020 -0.266 0.10
H 1.177 0.269 2.371 0.083 -0.005 -0.059 0.10
H 2.290 1.555 1.887 -0.003 -0.088 -0.018 0.08
H 0.748 2.817 3.596 0.112 0.072 -0.003 0.05
H 0.611 1.349 4.212 0.018 -0.005 0.034 0.05
H 0.394 -1.567 0.747 -0.038 -0.013 -0.042 0.08
H 2.162 -2.565 -0.691 -0.023 -0.001 0.021 0.10
H 2.104 -2.067 -3.157 -0.008 -0.003 -0.002 0.09
H 0.294 -0.624 -4.025 -0.027 0.014 -0.012 0.09
C 4.822 0.025 -1.016 0.006 0.000 -0.008 -0.09
C 6.103 0.555 -0.937 0.003 0.001 0.000 -0.11
C 6.279 1.909 -0.690 0.002 -0.003 -0.002 -0.11
C 5.174 2.732 -0.519 -0.003 -0.004 -0.002 -0.10
C 3.893 2.201 -0.597 0.022 0.019 -0.002 -0.09
C 3.717 0.847 -0.847 -0.075 0.016 -0.014 -0.08
H 4.680 -1.031 -1.210 -0.009 -0.003 -0.001 0.10
H 6.964 -0.089 -1.067 0.004 -0.001 -0.003 0.09
H 7.278 2.324 -0.630 0.004 0.000 0.007 0.09
H 5.310 3.788 -0.321 0.000 0.004 0.002 0.10
H 3.030 2.839 -0.458 -0.013 -0.007 0.007 0.10
H 2.718 0.433 -0.912 -0.006 0.004 0.020 0.09
```
Positions in Å, forces in eV/Å.

Properties
Energy above the lowest of the compared OMol25 structures with the same formula, charge and spin ... 0.000 eV
Net charge ... -1

=====

Number 1: LUMO energy 0.59 eV, gap between HOMO and LUMO 9.5450 eV. Number 2: LUMO energy 4.22 eV, gap between HOMO and LUMO 7.8229 eV. Number 3: LUMO energy 1.41 eV, gap between HOMO and LUMO 6.6172 eV. Number 4: LUMO energy 2.77 eV, gap between HOMO and LUMO 7.3195 eV.